[1]
Molecular formula: C7H10BrClO3
Method: DFT, ωB97M-V/def2-TZVPD

Last column: Mulliken charge in e.
Cartesian coordinates (Å):
C (0.161, 2.128, -0.780)  -1.33
C (-0.654, 0.799, -1.164)  0.63
C (-2.108, 0.916, -0.486)  -1.23
C (0.120, -0.580, -0.878)  -0.86
C (1.136, -0.545, 0.356)  0.00
Br (2.955, 0.259, 0.063)  -0.03
O (0.379, -0.135, 1.525)  -0.24
C (-0.301, -1.340, 1.956)  0.53
O (-1.299, -1.427, 2.680)  -0.51
O (0.316, -2.551, 1.431)  -0.29
C (1.550, -2.030, 0.889)  0.11
Cl (2.741, -1.845, 2.314)  -0.15
H (1.103, 2.248, -1.437)  0.28
H (0.495, 2.122, 0.317)  0.29
H (-0.508, 3.050, -0.960)  0.39
H (-0.826, 0.846, -2.307)  0.38
H (-2.787, 1.441, -1.262)  0.35
H (-2.029, 1.666, 0.387)  0.27
H (-2.588, -0.074, -0.193)  0.31
H (0.724, -0.833, -1.822)  0.40
H (-0.679, -1.409, -0.764)  0.28
H (2.100, -2.707, 0.134)  0.41

Values from the calculation:
Orbital gap ... 0.3881 Eh
Structure (SMILES) ... CC(C)C[C@@]1(Br)OC(=O)O[C@@H]1Cl
Lowest unoccupied orbital energy ... 0.004 Eh

***

[2]
Molecular formula: C7H10BrClO3P
Method: DFT, ωB97M-V/def2-TZVPD

Last column: Mulliken charge in e.
Cartesian coordinates (Å):
C (0.995, 2.421, -1.273)  -0.85
C (1.460, 1.143, -1.329)  0.66
C (0.967, 0.050, -1.949)  0.41
C (-0.948, 1.240, 1.026)  1.19
C (1.168, -1.342, -1.713)  -1.64
C (0.135, 0.612, 1.870)  -1.23
C (-2.178, 0.374, 0.582)  -1.36
O (-1.591, 1.673, -1.804)  -0.67
O (-1.110, 4.224, -1.675)  -0.77
O (-0.805, 2.393, 0.694)  -0.58
P (-0.692, 2.797, -1.469)  0.93
Cl (2.902, 0.766, -0.259)  -0.29
Br (0.254, 0.335, -3.724)  -0.24
H (1.755, 3.211, -1.380)  0.26
H (0.410, -1.939, -2.058)  0.50
H (1.341, -1.475, -0.662)  0.36
H (2.105, -1.756, -2.234)  0.25
H (0.777, 1.488, 2.164)  0.32
H (0.768, -0.040, 1.234)  0.08
H (-0.200, 0.020, 2.647)  0.48
H (-1.796, -0.554, 0.808)  0.40
H (-2.325, 0.489, -0.383)  0.48
H (-3.025, 0.688, 1.208)  0.31

Values from the calculation:
ΔE to the lowest compared entry with this formula, charge and spin ... 0.0 kcal per mole
Orbital gap ... 0.2419 Eh
Lowest unoccupied orbital energy ... 0.115 Eh
Net charge ... -1

***

[3]
Molecular formula: C7H10BrN
Method: DFT, ωB97M-V/def2-TZVPD

Last column: Mulliken charge in e.
Cartesian coordinates (Å):
C (2.258, -1.638, 0.071)  0.69
C (-0.925, 0.152, -0.318)  1.42
C (0.080, 0.312, 0.503)  -0.12
C (-0.812, -0.556, -1.668)  -1.35
C (-2.280, 0.651, 0.126)  -1.35
C (0.559, 0.715, 1.791)  -1.34
C (2.195, -0.486, -0.703)  -0.80
N (2.141, -2.609, 0.705)  -0.39
Br (3.536, 0.839, -0.214)  -0.07
H (-0.633, 0.304, -2.418)  0.30
H (0.117, -1.132, -1.635)  0.26
H (-1.817, -0.844, -2.123)  0.35
H (-2.679, 1.681, -0.367)  0.20
H (-2.511, 0.586, 1.136)  0.43
H (-3.092, -0.051, -0.129)  0.36
H (0.016, 1.548, 2.268)  0.35
H (1.571, 1.049, 2.148)  0.29
H (0.527, -0.063, 2.586)  0.29
H (1.749, -0.456, -1.760)  0.49

Values from the calculation:
ΔE to the lowest compared entry with this formula, charge and spin ... 16.8 kcal per mole
Expectation value of S² ... 2.029
Orbital gap (alpha / beta) ... 0.2693 / 0.2512 Eh
2S+1 ... 3
Lowest unoccupied orbital energy (alpha / beta) ... 0.009 / -0.076 Eh